No. 1
# C38H48CoF2N7O6PS

C38H48CoF2N7O6PS as an isolated structure at a distorted geometry (ωB97M-V/def2-TZVPD, OMol25).

Last column: Mulliken spin population.
Atoms and positions in Å:
Co (0.0010, -0.8752, -0.9464)  1.03
N (-1.1121, 0.6592, -2.1066)  0.01
C (-0.9979, 0.4945, -3.5568)  0.00
C (-2.3258, 0.2518, -4.2769)  0.00
C (-3.3566, 1.3862, -4.1942)  0.00
C (-4.2485, 1.3756, -2.9362)  0.00
N (-4.8211, 0.0703, -2.6934)  0.00
C (-4.8817, -0.6250, -1.5189)  0.00
N (-4.4578, -0.2759, -0.3625)  0.00
N (-5.5425, -1.8288, -1.6210)  0.00
C (-0.0919, -0.7479, -3.8664)  0.00
O (0.3364, -0.8818, -5.0060)  0.00
O (0.1215, -1.5320, -2.9024)  0.02
H (-2.0584, 0.4664, -1.7949)  0.00
H (-0.8382, 1.5982, -1.8316)  0.00
H (-0.5035, 1.3729, -3.9854)  0.00
H (-2.7635, -0.6752, -3.8976)  0.00
H (-2.0685, 0.0906, -5.3266)  0.00
H (-4.0153, 1.3030, -5.0627)  0.00
H (-2.8553, 2.3550, -4.2630)  0.00
H (-5.0550, 2.1122, -3.0836)  0.00
H (-3.6950, 1.6897, -2.0483)  0.00
H (-5.3082, -0.3295, -3.4802)  0.00
H (-4.1074, 0.6693, -0.2880)  0.00
H (-3.7755, -1.5666, 0.5245)  0.00
H (-5.4122, -2.3518, -2.4718)  0.00
H (-5.4819, -2.3838, -0.7801)  0.00
F (3.6670, -4.0108, 1.5878)  0.00
C (2.5959, -3.1900, 1.6707)  0.00
C (1.9742, -2.7688, 0.5095)  0.06
C (0.8779, -1.9154, 0.5530)  -0.11
C (0.4364, -1.5168, 1.8315)  0.04
C (1.0952, -1.9466, 2.9808)  0.00
F (0.7199, -1.4731, 4.2021)  0.00
C (2.1748, -2.7988, 2.9275)  0.00
C (-0.6927, -0.5967, 1.8855)  -0.03
C (-1.6486, -0.6203, 2.9016)  0.01
C (-2.6661, 0.3145, 2.8985)  0.00
C (-2.6711, 1.2752, 1.8929)  0.00
C (-1.7103, 1.2025, 0.9012)  0.00
N (-0.7546, 0.2764, 0.8628)  -0.01
H (2.3698, -3.1023, -0.4359)  -0.01
H (2.6889, -3.1059, 3.8221)  0.00
H (-1.5936, -1.3827, 3.6617)  0.00
H (-3.4214, 0.3082, 3.6708)  0.00
H (-3.4056, 2.0652, 1.8850)  0.00
H (-1.6780, 1.9504, 0.1203)  0.00
C (4.6902, 0.2217, -1.7689)  0.00
P (3.0598, -0.1655, -2.5078)  0.00
C (2.7642, 1.0431, -3.8399)  0.00
C (3.2023, -1.8059, -3.2845)  0.00
O (2.0034, -0.0655, -1.4474)  -0.02
H (5.4961, 0.0893, -2.4871)  0.00
H (4.8505, -0.4297, -0.9113)  0.00
H (4.6871, 1.2538, -1.4255)  0.00
H (3.6569, 1.2452, -4.4250)  0.00
H (2.3989, 1.9594, -3.3790)  0.00
H (1.9894, 0.6318, -4.4838)  0.00
H (3.9299, -1.7819, -4.0910)  0.00
H (2.2214, -2.0651, -3.6776)  0.00
H (3.4952, -2.5466, -2.5442)  0.00
O (-3.4598, -2.5257, 0.5979)  0.00
C (-2.4666, -2.7046, -0.2700)  0.00
O (-1.9263, -1.7235, -0.7914)  0.00
C (-2.1323, -4.0790, -0.6351)  0.00
C (-2.8456, -5.1767, -0.1478)  0.00
C (-2.5550, -6.4429, -0.6185)  0.00
C (-1.5577, -6.6334, -1.5641)  0.00
C (-0.8400, -5.5457, -2.0402)  0.00
C (-1.1224, -4.2740, -1.5838)  0.01
H (-3.6224, -5.0231, 0.5863)  0.00
H (-3.1194, -7.2887, -0.2560)  0.00
H (-1.3454, -7.6304, -1.9260)  0.00
H (-0.0708, -5.6897, -2.7832)  0.00
H (-0.5851, -3.4147, -1.9581)  -0.01
C (-0.4723, 4.5250, 4.1444)  0.00
C (0.6132, 3.4580, 4.2339)  0.00
C (0.4836, 2.4153, 3.1235)  0.00
N (0.6535, 3.0126, 1.8178)  0.00
C (1.2633, 2.5182, 0.7296)  0.00
S (0.9130, 3.1752, -0.7500)  0.00
N (2.1538, 1.4858, 0.8216)  0.00
C (3.1029, 1.1999, 1.7720)  0.00
O (3.6266, 0.1079, 1.8158)  0.00
C (3.5346, 2.3211, 2.6523)  0.00
C (3.6964, 3.6070, 2.1476)  0.00
C (4.1756, 4.6140, 2.9666)  0.00
C (4.4793, 4.3463, 4.2924)  0.00
C (4.3418, 3.0604, 4.7923)  0.00
C (3.8767, 2.0490, 3.9738)  0.00
H (-0.4254, 5.1913, 5.0005)  0.00
H (-1.4596, 4.0720, 4.1258)  0.00
H (-0.3526, 5.1271, 3.2483)  0.00
H (0.5360, 2.9312, 5.1865)  0.00
H (1.5942, 3.9308, 4.1838)  0.00
H (-0.5202, 1.9777, 3.1770)  0.00
H (1.2141, 1.6167, 3.2540)  0.00
H (0.0047, 3.7558, 1.5985)  0.00
H (2.1219, 0.8253, 0.0253)  0.00
H (3.4770, 3.8164, 1.1107)  0.00
H (4.3134, 5.6103, 2.5698)  0.00
H (4.8364, 5.1401, 4.9336)  0.00
H (4.6031, 2.8513, 5.8195)  0.00
H (3.7757, 1.0407, 4.3436)  0.00

Cartesian forces (eV/Å) of the 2 atoms listed first:
0.10 1.08 0.21
0.14 -0.29 0.23

Properties
2S+1 ... 2

=====

No. 2
# C38H49BCaF11N6O4S3

C38H49BCaF11N6O4S3 as an isolated structure at a distorted geometry (ωB97M-V/def2-TZVPD, OMol25).

Last column: Mulliken charge in e.
Atoms and positions in Å:
Ca (0.5695, -0.8923, -0.5564)  0.48
N (3.1703, 0.0085, 1.7805)  -0.25
C (4.1342, 0.5475, 0.8182)  -0.99
C (3.4930, 1.4038, -0.2706)  -0.36
N (2.7570, 0.6231, -1.2726)  2.12
C (2.5399, 1.3750, -2.5065)  -0.07
C (1.9535, 0.5116, -3.6214)  -1.18
N (0.6087, 0.0527, -3.2744)  -0.19
H (3.6667, -0.4862, 2.5125)  0.26
H (2.5906, -0.6839, 1.3344)  -0.08
H (4.7210, -0.2387, 0.3456)  0.31
H (4.8246, 1.1892, 1.3715)  0.54
H (4.3046, 1.9774, -0.7416)  0.41
H (2.7919, 2.1112, 0.1807)  -0.15
H (3.2925, -0.2068, -1.4898)  -1.12
H (3.4815, 1.8127, -2.8716)  0.52
H (1.8428, 2.1903, -2.2869)  -0.49
H (2.6035, -0.3459, -3.7863)  0.42
H (1.9560, 1.1071, -4.5403)  0.51
H (0.4636, -0.9118, -3.5381)  0.36
H (-0.1057, 0.6177, -3.7169)  0.05
F (-0.9389, -8.4845, 1.5535)  -0.34
C (-1.2287, -7.2623, 1.0811)  0.61
C (-0.3331, -6.2186, 1.2167)  0.17
F (0.8397, -6.4281, 1.8326)  -0.35
C (-0.6447, -4.9740, 0.7177)  -0.83
F (0.2914, -4.0124, 0.8301)  -0.30
C (-1.8655, -4.6599, 0.0977)  0.44
S (-2.2833, -3.0914, -0.4188)  -0.07
C (-2.7445, -5.7563, -0.0102)  0.01
F (-3.9380, -5.5772, -0.5884)  -0.34
C (-2.4351, -7.0186, 0.4462)  0.33
F (-3.3062, -8.0271, 0.2896)  -0.33
F (2.9785, -5.0836, -0.5180)  -0.22
C (2.2028, -4.6596, -1.5018)  0.24
F (2.7134, -5.0255, -2.6727)  -0.20
F (1.0084, -5.2220, -1.4033)  -0.15
S (2.0572, -2.7933, -1.4784)  1.04
O (2.1722, -2.3347, -0.1180)  -0.67
O (0.8004, -2.5380, -2.1170)  -0.60
N (3.2425, -2.3392, -2.4146)  -0.05
S (4.7580, -2.6909, -2.0529)  0.91
O (5.2207, -3.9149, -2.6196)  -0.65
O (5.1294, -2.3810, -0.7065)  -0.60
C (5.5788, -1.3810, -3.0970)  0.70
F (4.9608, -1.2348, -4.2743)  -0.23
F (5.5749, -0.1921, -2.4769)  -0.22
F (6.8452, -1.7223, -3.3225)  -0.23
C (1.8362, 3.5407, 3.1892)  -1.50
C (0.3359, 3.2529, 3.0903)  2.18
C (-0.4565, 4.4146, 3.6962)  -1.68
C (-0.0418, 1.9347, 3.7467)  0.58
C (0.2891, 1.7330, 5.0808)  -0.68
C (-0.0817, 0.5756, 5.7414)  -1.49
C (-0.7912, -0.3990, 5.0640)  -0.73
C (-1.1320, -0.2452, 3.7237)  0.28
C (-1.9354, -1.3283, 3.0342)  2.70
C (-1.3702, -2.7159, 3.3433)  -1.65
C (-3.4096, -1.2461, 3.4355)  -1.74
C (-0.7507, 0.9295, 3.0581)  0.06
N (-1.2194, 1.2123, 1.7391)  0.52
B (-0.7872, 0.8159, 0.3905)  1.10
N (-1.6035, 1.7373, -0.4100)  0.81
C (-2.4489, 2.4985, 0.3921)  -1.13
C (-2.2266, 2.1771, 1.6769)  -1.18
C (-1.6311, 1.9281, -1.8211)  0.45
C (-2.4291, 1.0739, -2.6170)  0.48
C (-2.4554, 1.2489, -3.9953)  -0.65
C (-1.6857, 2.2249, -4.6057)  -1.59
C (-0.9403, 3.0805, -3.8217)  -0.91
C (-0.9211, 2.9795, -2.4284)  0.32
C (-0.1840, 4.1255, -1.7396)  0.33
C (0.4300, 3.8580, -0.3662)  -1.23
C (-1.1380, 5.3289, -1.6601)  -1.72
C (-3.3493, 0.0398, -1.9949)  2.65
C (-3.6081, -1.1552, -2.9141)  -2.12
C (-4.6818, 0.7084, -1.6318)  -1.71
H (2.0714, 4.4692, 2.6599)  0.44
H (2.3919, 2.7194, 2.7499)  0.12
H (2.1488, 3.6560, 4.2301)  0.41
H (0.0826, 3.1791, 2.0357)  -1.36
H (-0.1919, 4.5625, 4.7457)  0.40
H (-1.5301, 4.2259, 3.6382)  0.30
H (-0.2407, 5.3398, 3.1567)  0.41
H (0.8298, 2.4997, 5.6234)  0.32
H (0.1729, 0.4389, 6.7857)  0.35
H (-1.0953, -1.2932, 5.5932)  0.32
H (-1.8613, -1.1814, 1.9564)  -0.79
H (-1.5468, -3.0045, 4.3822)  0.33
H (-0.2967, -2.7267, 3.1570)  0.42
H (-1.8466, -3.4569, 2.7028)  0.27
H (-3.5295, -1.4033, 4.5104)  0.38
H (-3.9812, -2.0098, 2.9044)  0.41
H (-3.8237, -0.2694, 3.1765)  0.30
H (-3.1556, 3.2018, -0.0195)  0.50
H (-2.6853, 2.5763, 2.5679)  0.68
H (-3.0896, 0.6213, -4.6062)  0.26
H (-1.6873, 2.3297, -5.6842)  0.38
H (-0.3545, 3.8625, -4.2935)  0.45
H (0.6318, 4.4121, -2.4116)  0.69
H (-0.3334, 3.9046, 0.4073)  0.33
H (1.1776, 4.6249, -0.1477)  0.64
H (0.9029, 2.8773, -0.3297)  -0.43
H (-1.9865, 5.0895, -1.0179)  0.24
H (-1.5208, 5.5904, -2.6476)  0.45
H (-0.6254, 6.1995, -1.2442)  0.42
H (-2.8873, -0.3309, -1.0780)  -1.09
H (-4.2433, -0.8794, -3.7599)  0.53
H (-4.1106, -1.9414, -2.3553)  0.52
H (-2.6700, -1.5668, -3.2899)  0.35
H (-5.1359, 1.1508, -2.5228)  0.34
H (-4.5359, 1.4955, -0.8932)  0.28
H (-5.3730, -0.0305, -1.2224)  0.46

Cartesian forces (eV/Å) of the 2 atoms listed first:
-1.60 1.60 -0.27
0.04 0.37 -0.01

Properties
Net charge ... -1

=====

Energy relative to the best compared isomer or geometry (same formula, charge and spin), respectively: 30.2; 43.4 kcal/mol.